1.
{"formula": "C29H68GaN2O", "method": "the ωB97M-V functional and the def2-TZVPD basis", "elements": ["Ga", "O", "N", "N", "C", "C", "C", "C", "C", "C", "C", "C", "C", "C", "C", "C", "C", "C", "C", "C", "C", "C", "C", "C", "C", "C", "C", "C", "C", "C", "C", "C", "C", "H", "H", "H", "H", "H", "H", "H", "H", "H", "H", "H", "H", "H", "H", "H", "H", "H", "H", "H", "H", "H", "H", "H", "H", "H", "H", "H", "H", "H", "H", "H", "H", "H", "H", "H", "H", "H", "H", "H", "H", "H", "H", "H", "H", "H", "H", "H", "H", "H", "H", "H", "H", "H", "H", "H", "H", "H", "H", "H", "H", "H", "H", "H", "H", "H", "H", "H", "H"], "coordinates": [[-4.43081, -3.36779, 2.94841], [-5.73123, 3.62385, -0.48208], [4.52862, 3.24697, -3.23980], [5.26000, -1.46358, 0.73538], [-1.03532, -0.73937, 2.97355], [-5.59308, 1.29303, 0.37141], [-4.12398, 0.04146, -1.40939], [6.36506, -0.65685, 1.22910], [-5.37759, 4.95456, -0.14088], [6.39491, -0.32536, 2.72426], [-4.00617, -5.36890, 0.69047], [3.92876, -0.91522, 0.94790], [-0.57225, 0.60168, 0.84125], [-5.12268, 2.76018, 0.49272], [3.53490, 4.26479, -2.92904], [3.74898, 0.49980, 0.41377], [-5.50053, 0.68519, -1.06175], [-0.85992, -0.33133, -0.36895], [2.13689, 3.71571, -2.67333], [-1.73143, -2.07562, 2.52234], [3.94803, 2.96589, -5.71489], [-1.54619, 0.35509, -1.58562], [-3.23006, -1.90769, 2.05610], [4.20308, 2.34762, -4.33699], [-5.14776, -4.72823, 1.55362], [5.88918, 3.76685, -3.24669], [-6.91803, -5.44786, 3.33927], [-5.82916, -5.92757, 2.32382], [5.12242, -3.33121, 2.48421], [-2.91721, 1.02945, -1.24845], [0.09907, -0.27279, 1.98867], [5.34306, -2.88691, 1.03620], [6.25889, 4.80433, -4.31010], [-1.15805, -2.55375, 1.69404], [0.03152, 1.49792, 0.59731], [6.58864, 2.92764, -3.31630], [-6.43393, -5.28840, 4.32392], [3.31802, 1.77149, -4.05351], [-6.24512, -0.14098, -1.11733], [3.84782, 4.78768, -2.02069], [-1.66300, -2.78005, 3.37796], [0.13083, -0.70270, -0.72779], [-2.89499, 1.30851, -0.17846], [3.20308, -1.54823, 0.42980], [-6.66547, 1.26821, 0.66577], [3.64864, -0.92292, 2.01086], [6.40942, 4.34781, -5.28768], [-3.06629, 1.95536, -1.84171], [4.38744, 1.21949, 0.93018], [6.08054, 4.20805, -2.26257], [4.25090, -2.85814, 2.93735], [7.20308, 5.28531, -4.03922], [-5.89657, -4.23014, 0.89657], [1.46652, 4.53233, -2.39901], [-1.41625, -1.23156, -0.04227], [6.78342, -1.15394, 3.31497], [-3.24505, -2.16162, 0.96764], [-3.56904, -4.63313, -0.01775], [-5.79375, 1.42010, -1.83997], [2.71565, 0.81969, 0.56483], [5.50992, 5.59152, -4.40308], [-5.07039, 0.63607, 1.09900], [-1.79391, 0.04473, 3.15767], [6.31296, -3.26501, 0.69593], [1.71474, 3.23633, -3.55816], [-3.62702, -0.88455, 2.23349], [3.46936, 5.02512, -3.72151], [-3.22906, -5.82040, 1.34237], [4.60794, -3.40167, 0.40875], [6.37475, 0.28435, 0.67174], [-0.52957, -0.93530, 3.94854], [0.57057, -1.13504, 1.47692], [-5.42686, 3.14654, 1.49914], [-4.42618, 5.04004, 0.42195], [-5.66014, -2.62380, 3.71495], [-5.28533, 5.58317, -1.04611], [5.99332, -3.13059, 3.10770], [-6.17969, 5.37331, 0.51015], [-3.61586, -4.14930, 4.11997], [-0.86823, 1.06187, -2.11184], [4.87777, 3.20128, -6.23157], [0.83901, 0.32121, 2.56602], [-7.36949, -4.48632, 3.03086], [-4.46440, -6.19241, 0.08419], [-5.01996, -6.49445, 2.82552], [3.96212, 0.54821, -0.65635], [-4.18421, -0.33546, -2.45395], [5.41213, -0.05331, 3.11202], [-1.52038, 0.96622, 1.29360], [4.99296, 1.59612, -4.42606], [3.41041, 2.25156, -6.34370], [-7.72214, -6.21005, 3.37993], [-4.02429, 2.90250, 0.43227], [3.34143, 3.87137, -5.66167], [7.30787, -1.13958, 0.95375], [7.05983, 0.52509, 2.89876], [-6.29096, -6.60027, 1.55845], [-1.77394, -0.45666, -2.31831], [4.95679, -4.41159, 2.51410], [2.14092, 2.99486, -1.85345], [-3.87925, -0.82992, -0.76347]], "forces_ev_per_angstrom": [[-0.2, 0.4, -0.2], [0.9, 0.0, 0.4], [0.3, 0.0, 0.1], [0.2, -0.2, -0.2], [1.2, -1.2, 0.1], [-0.5, 0.2, -0.6], [0.4, 0.6, -0.1], [0.0, 0.3, -0.1], [-0.6, 0.6, 0.1], [0.2, 0.1, 0.1], [-1.0, 0.2, -0.1], [-0.1, 0.3, 0.1], [-0.1, -0.9, 0.8], [-0.2, -0.1, 0.8], [-0.2, 0.0, -0.1], [0.0, 0.0, 0.0], [0.2, -0.8, 0.3], [0.7, 0.8, -0.5], [0.0, -0.1, 0.0], [-0.4, 0.5, 0.2], [0.0, -0.1, -0.2], [-0.7, -0.5, -0.2], [0.6, -1.0, -0.2], [-0.3, -0.2, 0.0], [0.5, -0.8, 0.6], [0.1, 0.0, 0.2], [0.5, -0.4, -0.3], [-0.3, 1.1, -0.8], [0.1, -0.2, 0.1], [0.0, -0.5, 0.1], [-1.4, 1.1, -0.2], [-0.1, -0.1, -0.2], [0.2, 0.1, -0.1], [-0.2, 0.3, 0.6], [-0.2, -0.5, -0.2], [-0.1, -0.1, -0.1], [-0.6, -0.1, -0.4], [0.0, 0.1, 0.1], [0.3, 0.5, 0.0], [0.2, 0.0, -0.1], [-0.2, 0.3, -0.5], [-0.6, 0.1, 0.2], [0.0, 0.1, -0.6], [0.1, -0.2, 0.1], [0.6, 0.1, -0.1], [-0.1, 0.0, 0.0], [-0.1, 0.0, 0.0], [0.0, -0.5, 0.3], [0.0, 0.0, 0.0], [-0.2, 0.0, 0.0], [0.0, 0.0, 0.0], [0.0, 0.0, 0.0], [0.3, -0.4, 0.3], [0.0, 0.0, 0.0], [0.1, 0.6, -0.1], [-0.1, 0.0, 0.0], [-0.3, 0.6, 0.6], [0.0, -0.4, 0.5], [0.3, -0.2, 0.5], [0.0, -0.1, 0.0], [0.0, 0.0, 0.0], [-0.1, 0.5, -0.4], [0.5, -0.2, -0.2], [0.0, 0.2, 0.0], [0.0, 0.0, 0.0], [0.3, -0.5, -0.2], [0.0, 0.1, 0.0], [-0.3, 0.4, -0.4], [-0.1, 0.1, 0.0], [-0.1, 0.0, 0.0], [-0.4, 0.2, -0.5], [0.0, 0.3, 0.7], [0.2, -0.4, -0.5], [-0.3, -0.3, -0.3], [-0.1, 0.0, -0.1], [-0.2, -0.4, 0.3], [-0.1, 0.1, 0.0], [0.5, 0.0, -0.3], [0.1, -0.1, -0.2], [-0.3, -0.3, 0.5], [0.0, 0.1, 0.0], [-0.2, -0.4, -0.5], [0.3, -0.5, 0.1], [0.5, 0.4, 0.2], [-0.5, 0.2, -0.1], [0.1, 0.0, 0.0], [0.2, 0.2, 0.5], [0.0, 0.0, 0.0], [0.5, 0.0, -0.5], [0.1, 0.1, 0.1], [0.0, 0.0, 0.0], [0.3, 0.4, 0.4], [-0.5, -0.3, -0.1], [0.0, 0.0, 0.0], [-0.1, -0.2, 0.0], [0.0, 0.0, 0.0], [0.2, 0.2, 0.5], [0.3, 0.5, 0.3], [0.0, 0.0, 0.0], [0.0, 0.0, -0.1], [-0.5, 0.4, -0.3]], "lowdin_charge": [0.3327, -0.1997, -0.1950, -0.1962, -0.2134, -0.1550, -0.1977, -0.2525, -0.1384, -0.0878, -0.1882, -0.2707, -0.1981, -0.2478, -0.2730, -0.0813, -0.1981, -0.2060, -0.0858, -0.3041, -0.0868, -0.2016, -0.3090, -0.2492, -0.4710, -0.2536, -0.1684, -0.3393, -0.0893, -0.2024, -0.2077, -0.2522, -0.0923, 0.0880, 0.0977, 0.1111, 0.0530, 0.1015, 0.1069, 0.1168, 0.0514, 0.1067, 0.0706, 0.1164, 0.1127, 0.0985, 0.0529, 0.1137, 0.0652, 0.1078, 0.0685, 0.0688, 0.0728, 0.0741, 0.0938, 0.0519, 0.0087, 0.0513, 0.1059, 0.0581, 0.0645, 0.1117, 0.0952, 0.1086, 0.0649, 0.0176, 0.0964, 0.0612, 0.1094, 0.0979, 0.0936, 0.0894, 0.1227, 0.0838, -0.1017, 0.0846, 0.0520, 0.0898, -0.0757, 0.0974, 0.0520, 0.0923, 0.0478, 0.0539, 0.0890, 0.0761, 0.1060, 0.0688, 0.0867, 0.1144, 0.0715, 0.0518, 0.1026, 0.0674, 0.1116, 0.0687, 0.0854, 0.1031, 0.0704, 0.0726, 0.0984], "multiplicity": 1, "charge": -1, "homo_energy_ev": -4.2846, "lumo_energy_ev": 2.144, "e_tot_ev": -88577.8525}

***

2.
{"formula": "C29H69F2GaN3O19P4S", "method": "the ωB97M-V functional and the def2-TZVPD basis", "elements": ["Ga", "S", "P", "P", "P", "P", "F", "F", "O", "O", "O", "O", "O", "O", "O", "O", "O", "O", "O", "O", "O", "O", "O", "O", "O", "O", "O", "N", "N", "N", "C", "C", "C", "C", "C", "C", "C", "C", "C", "C", "C", "C", "C", "C", "C", "C", "C", "C", "C", "C", "C", "C", "C", "C", "C", "C", "C", "C", "C", "H", "H", "H", "H", "H", "H", "H", "H", "H", "H", "H", "H", "H", "H", "H", "H", "H", "H", "H", "H", "H", "H", "H", "H", "H", "H", "H", "H", "H", "H", "H", "H", "H", "H", "H", "H", "H", "H", "H", "H", "H", "H", "H", "H", "H", "H", "H", "H", "H", "H", "H", "H", "H", "H", "H", "H", "H", "H", "H", "H", "H", "H", "H", "H", "H", "H", "H", "H", "H"], "coordinates": [[-2.77806, 2.70595, 8.85679], [-2.95375, 3.66031, 10.95833], [0.32339, 5.70996, -3.87756], [-0.86985, -0.43082, 1.35713], [-1.20756, -4.46608, -5.15544], [4.98845, -3.29934, 0.42580], [-0.13649, 1.51196, 7.84295], [-1.08892, 5.76340, 8.22609], [6.48843, -3.89750, 0.49622], [-2.03981, -0.38801, 0.23844], [1.06966, 5.02075, -5.13901], [4.32259, -4.28674, 1.50126], [0.50449, 4.39529, -2.96701], [5.06450, -1.92168, -0.08367], [-0.47610, -1.85211, 1.38783], [-1.74388, -0.14154, 2.66877], [-0.40618, 1.08495, 1.04457], [-2.38683, -5.40088, -5.74805], [-0.30000, -4.38712, -6.49046], [1.53990, 6.58404, -3.28980], [-1.91162, 4.95094, 6.37948], [-0.67412, 6.60959, -4.47423], [4.39106, -4.17015, -0.80224], [-0.27727, -5.58923, -4.46330], [-1.76189, -3.77506, -3.98251], [-6.05637, 0.53531, 7.16009], [0.01257, 2.85755, 6.12996], [-2.70060, 0.82402, 9.05536], [-6.53567, 2.34199, 5.82426], [-1.12608, 3.51584, 8.03744], [-0.09239, 0.78353, 4.23254], [0.30825, -3.13032, -6.85700], [0.61229, 5.22314, -6.47356], [2.18621, -3.14894, 1.83871], [-5.67671, 2.64393, 8.17698], [-3.56723, -4.78563, -6.26065], [5.08182, -3.59496, -3.02917], [3.36777, -3.82942, 2.48075], [-6.10504, 1.73539, 7.04867], [-3.19705, -2.53748, -0.04934], [-1.11961, -0.29740, 3.95375], [0.02764, -5.43240, -3.06287], [-1.01481, -6.07302, -2.17157], [-1.64572, 3.32077, -3.50586], [0.94717, 1.34508, 0.62500], [1.32264, 6.39061, -7.12852], [1.18722, -2.57453, -5.75318], [0.97205, 6.84886, -0.92034], [1.27612, 7.52502, -2.24520], [1.32538, 0.56294, -0.61889], [7.15122, -3.51615, 2.82247], [-4.35784, 3.36472, 7.77962], [-3.32221, -4.06739, -7.57654], [-0.66527, 3.73620, -2.42807], [7.44190, -3.26929, 1.35231], [-2.24023, -1.50749, -0.62596], [-0.41360, 2.68491, 7.23071], [-1.41343, 4.73223, 7.42149], [3.94705, -3.58328, -2.02265], [1.71385, 6.08255, -0.69836], [3.55879, -2.57686, -1.86599], [-4.46561, 4.43502, 7.95964], [-0.98397, -7.16153, -2.24074], [-3.56457, 0.51146, 9.48231], [3.04988, -4.71669, 3.02531], [0.59397, -2.30559, -4.87340], [-4.29008, -5.58726, -6.40649], [-0.47003, -2.41115, -7.12714], [5.99425, -3.18261, -2.59975], [3.85316, -3.16275, 3.19919], [3.12031, -4.19302, -2.39290], [-2.57070, 0.32066, 8.18699], [-6.45187, 3.40970, 8.28082], [1.01454, 2.41391, 0.42754], [0.79491, 0.63990, 3.60130], [1.73894, -3.78009, 1.07193], [2.17331, 8.13531, -2.15204], [0.86690, 6.62942, -8.09073], [0.89907, -3.32235, -7.75053], [-4.10071, 3.15120, 11.41759], [-4.14959, 3.25068, 6.71402], [0.12728, -4.37480, -2.82282], [-2.72955, -3.16089, -7.42311], [-2.01373, -5.75962, -2.46957], [-2.46480, 2.74703, -3.07329], [-1.92143, -0.25134, 4.68893], [0.96020, 7.57777, -0.11029], [6.26543, -2.96237, 3.14499], [1.63858, 1.11775, 1.44029], [-0.49444, 1.76902, 4.01911], [-4.26645, -3.77071, -8.03383], [-2.92934, -2.79940, 0.97340], [-1.14847, 2.71800, -4.26630], [-0.00815, 6.36483, -0.94324], [-1.28513, -1.98033, -0.85530], [2.31681, 0.85324, -0.96628], [-0.66525, -1.29032, 4.02503], [1.42797, -2.91220, 2.58079], [8.41142, -3.69213, 1.09108], [-3.20499, -3.44684, -0.65214], [7.98809, -3.18816, 3.43957], [2.48503, -2.21222, 1.35668], [1.01189, -5.88230, -2.92387], [-5.74083, 2.60623, 5.25266], [-1.15116, 4.39239, -1.70192], [-3.98125, -4.09883, -5.51725], [0.45624, 8.18566, -2.53929], [0.83292, 4.30389, -7.01959], [1.92296, -3.31481, -5.43848], [0.23015, 0.75165, 5.26629], [1.34240, -0.51393, -0.42225], [6.96493, -4.57362, 3.00676], [1.70588, -1.67787, -6.09187], [-2.63044, -1.10551, -1.56207], [7.48149, -2.19696, 1.14159], [-4.21266, -2.13887, -0.01716], [-6.98832, 3.21890, 6.06673], [-5.57243, 2.06574, 9.09203], [-2.77565, -4.70663, -8.26920], [2.37336, 6.14836, -7.29551], [-0.46861, 5.35875, -6.49700], [4.81846, -3.02001, -3.91944], [0.60183, 0.73540, -1.41687], [-2.07438, 4.19378, -4.00741], [1.29402, 7.27652, -6.49498], [5.30394, -4.61873, -3.33410], [-0.31304, 2.85930, -1.88899], [-0.84317, -5.78990, -1.13216]], "forces_ev_per_angstrom": [[-1.0, -0.3, 0.7], [0.4, 0.3, 0.1], [4.4, 0.1, -2.9], [-5.7, 0.1, -0.2], [-0.2, -5.7, 1.3], [1.3, -3.5, -3.9], [-0.2, 0.0, 0.2], [0.0, 0.0, 0.3], [-0.3, 0.3, 0.3], [0.2, 0.2, -0.2], [-0.2, -0.2, 0.2], [-0.1, 2.0, 1.2], [-2.1, 0.8, 0.7], [-0.9, 1.0, 2.2], [2.8, 0.7, 0.0], [0.6, 0.1, -0.1], [2.1, -1.1, 0.3], [0.3, 0.5, -0.3], [-0.7, 2.3, 0.4], [-0.5, -0.2, 0.2], [-0.3, 0.2, -0.8], [-1.8, -0.6, 1.7], [-0.3, 0.1, 0.2], [0.4, 0.2, -0.1], [0.0, 3.1, -1.3], [0.0, 0.1, -0.3], [0.3, 0.4, 0.0], [0.4, 0.3, 0.0], [-0.3, 0.3, 0.2], [0.1, -0.3, -0.2], [0.1, -0.4, -0.6], [0.3, 0.3, 0.0], [0.1, 0.2, -0.2], [0.1, 0.1, -0.1], [0.1, 0.5, -0.7], [-0.3, 0.1, -0.2], [0.0, -0.1, -0.2], [-0.3, 0.1, 0.2], [0.3, -0.6, 0.6], [-0.2, 0.2, 0.2], [0.2, 0.1, 0.4], [0.1, -0.1, 0.1], [0.0, -0.3, -0.1], [0.0, 0.2, -0.2], [0.3, 0.0, -0.2], [0.2, 0.0, 0.0], [-0.1, -0.1, 0.2], [-0.1, -0.1, -0.1], [0.0, 0.2, 0.3], [-0.1, -0.2, 0.0], [-0.2, 0.1, 0.0], [0.3, 0.1, 0.1], [0.2, 0.1, 0.1], [-0.3, -0.2, 0.1], [0.2, 0.1, 0.2], [-0.1, -0.4, -0.1], [0.1, 0.2, 0.0], [0.1, -0.1, 0.5], [0.4, 0.0, -0.3], [0.1, 0.0, 0.0], [0.1, 0.0, 0.2], [0.0, 0.0, -0.1], [0.1, 0.0, 0.0], [0.0, -0.1, -0.1], [0.1, -0.1, -0.1], [0.0, 0.0, -0.1], [0.1, -0.1, 0.1], [0.0, 0.0, 0.0], [-0.1, 0.2, 0.1], [0.1, -0.1, 0.0], [0.0, -0.1, 0.2], [-0.1, -0.1, 0.0], [-0.1, -0.1, 0.3], [-0.2, 0.0, 0.1], [0.0, 0.0, 0.0], [-0.1, -0.1, 0.1], [0.1, -0.1, -0.1], [0.0, 0.0, 0.0], [-0.1, -0.2, 0.0], [-0.1, -0.2, -0.2], [0.0, 0.0, 0.0], [-0.1, 0.0, 0.0], [0.0, 0.0, 0.0], [0.0, 0.2, 0.1], [0.0, 0.0, 0.0], [-0.1, 0.0, -0.1], [0.0, 0.0, 0.0], [0.0, 0.0, 0.0], [0.0, 0.0, 0.0], [0.0, 0.0, 0.1], [0.0, 0.0, 0.0], [0.2, 0.0, 0.0], [0.0, -0.1, 0.1], [0.0, 0.0, 0.0], [0.0, 0.0, 0.0], [0.0, 0.0, 0.0], [-0.1, 0.0, -0.1], [0.0, 0.0, 0.0], [-0.1, -0.1, -0.1], [0.1, 0.1, -0.1], [0.0, 0.0, 0.0], [0.0, 0.0, 0.1], [-0.1, -0.1, 0.0], [0.0, -0.3, -0.1], [0.0, 0.0, 0.0], [0.0, 0.0, 0.0], [0.0, 0.0, -0.1], [0.1, 0.0, 0.1], [0.1, 0.0, -0.1], [0.0, 0.0, 0.0], [0.0, 0.1, 0.0], [0.1, 0.0, 0.0], [0.0, 0.0, 0.0], [0.0, 0.1, 0.1], [0.0, 0.0, 0.0], [0.0, 0.0, 0.0], [0.1, 0.1, -0.1], [-0.2, 0.0, 0.0], [0.0, 0.0, 0.0], [0.0, 0.0, 0.0], [0.0, 0.1, 0.1], [0.0, 0.0, 0.0], [0.0, 0.1, 0.0], [0.0, 0.0, 0.1], [-0.2, 0.0, 0.0], [0.0, 0.0, 0.0], [0.2, 0.1, 0.0], [0.0, 0.0, 0.0]], "lowdin_charge": [0.1362, 0.3041, 0.4589, 0.4796, 0.4732, 0.4675, 0.0853, 0.1041, -0.1924, -0.1947, -0.1965, -0.1784, -0.1755, -0.2204, -0.2185, -0.1790, -0.1733, -0.1876, -0.1766, -0.1873, 0.1703, -0.2166, -0.1962, -0.1925, -0.2202, 0.0761, 0.1074, -0.0964, 0.0966, 0.0884, -0.0760, -0.2599, -0.2918, -0.0917, -0.2045, -0.2782, -0.0712, -0.2507, -0.5260, -0.0668, -0.2516, -0.2834, -0.0691, -0.0721, -0.2576, -0.0754, -0.0767, -0.0735, -0.2737, -0.0740, -0.0771, -0.2465, -0.0781, -0.2473, -0.2800, -0.2877, -0.5793, -0.5798, -0.2818, 0.0840, 0.1022, 0.0470, 0.0755, -0.0278, 0.1215, 0.0725, 0.1173, 0.1074, 0.0752, 0.1101, 0.1037, -0.0310, 0.1047, 0.1152, 0.0664, 0.0879, 0.1165, 0.0748, 0.1197, -0.2843, 0.0402, 0.0948, 0.0606, 0.0690, 0.0837, 0.1205, 0.0811, 0.0631, 0.1093, 0.0825, 0.0778, 0.0731, 0.0848, 0.0635, 0.0970, 0.0856, 0.1072, 0.0666, 0.1156, 0.0690, 0.0778, 0.0662, 0.1125, 0.0804, 0.1138, 0.1126, 0.1123, 0.1140, 0.0825, 0.0625, 0.0635, 0.0839, 0.0823, 0.1137, 0.1117, 0.0753, 0.0739, 0.0892, 0.0834, 0.0745, 0.1032, 0.0703, 0.0713, 0.0714, 0.0749, 0.0762, 0.1006, 0.0788], "multiplicity": 1, "charge": -1, "homo_energy_ev": -5.4782, "lumo_energy_ev": 1.402, "e_tot_ev": -180378.7595}

***

charge of number 2 (C29H69F2GaN3O19P4S)? -1